Here is one molecule with the formula C17H25F3N4O3 from OMol25. Energies are from ωB97M-V/def2-TZVPD.

Element x y z (Å)
C -2.4004 3.1846 -1.0298
C -3.4830 2.2614 -0.4852
C -3.4317 0.8631 -1.0930
N -2.2140 0.1454 -0.7523
C -1.2030 -0.0298 -1.6368
O -1.2131 0.4554 -2.7536
C 0.0101 -0.8658 -1.1863
C -0.2210 -2.3267 -1.4263
N -1.4305 -2.8622 -1.4412
N -1.2174 -4.1655 -1.6548
C 0.0964 -4.4678 -1.7813
C 0.7906 -3.2926 -1.6399
C 2.2619 -3.0380 -1.7147
N 0.5450 -0.6283 0.1735
C -0.0942 -1.3874 1.2412
C 0.6769 -1.2885 2.5439
C 0.7438 0.1758 2.9525
C 1.4481 0.3633 4.2755
F 2.7226 -0.0716 4.2442
F 1.4827 1.6588 4.6435
F 0.8271 -0.3096 5.2639
C 1.4326 0.9638 1.8494
C 0.7401 0.7804 0.4838
C 1.6558 1.4820 -0.5176
O 2.1929 1.0015 -1.4761
O 1.7298 2.7868 -0.2182
C 2.5013 3.5749 -1.1335
H -2.4587 4.1732 -0.5732
H -1.4037 2.7852 -0.8347
H -2.4941 3.2969 -2.1107
H -3.4001 2.1831 0.6038
H -4.4703 2.6847 -0.6900
H -4.2849 0.2705 -0.7576
H -3.4700 0.9250 -2.1801
H -2.1963 -0.3840 0.0995
H 0.7846 -0.5545 -1.8810
H -2.0048 -4.7823 -1.7300
H 0.4307 -5.4754 -1.9652
H 2.8311 -3.9611 -1.6098
H 2.5323 -2.5817 -2.6689
H 2.5714 -2.3477 -0.9292
H -1.1319 -1.0748 1.4584
H -0.1532 -2.4270 0.9262
H 0.1767 -1.8847 3.3084
H 1.6869 -1.6810 2.4072
H -0.2707 0.5590 3.1083
H 1.4553 2.0257 2.0845
H 2.4656 0.6152 1.7628
H -0.2052 1.3451 0.4932
H 2.4522 4.5922 -0.7591
H 3.5314 3.2244 -1.1602
H 2.0765 3.5108 -2.1336

Summary:
E: -38291.5865 eV
ΔE to the lowest compared entry with this formula, charge and spin: 8.6 kcal/mol
maximum force: 0.75 eV/Å
gap between HOMO and LUMO: 9.5 eV
SMILES: CCCNC(=O)[C@H](c1n[nH]cc1C)N1CC[C@@H](C(F)(F)F)C[C@H]1C(=O)OC



Here is a 2-piece molecular cluster, CH5N2O2S overall from OMol25. Energies are from ωB97M-V/def2-TZVPD.

Element x y z (Å)
C -0.1495 1.4746 -0.6423
N 0.9090 0.6043 -1.2432
N 0.7770 -0.6278 -1.3503
O 0.7040 -1.4789 2.0564
O -1.7251 -0.7387 1.1852
S -0.7110 -1.9455 1.1303
H 0.4692 2.2984 -0.3341
H -0.8767 1.6088 -1.4495
H -0.5818 0.8618 0.2641
H 1.3473 -1.1243 1.4416
H -0.1623 -0.9328 -1.0582

Summary:
E: -19026.7143 eV
ΔE to the lowest compared entry with this formula, charge and spin: 26.8 kcal/mol
maximum force: 3.35 eV/Å
gap between HOMO and LUMO: 6.3 eV
charge: -1



Here is one molecule with the formula C4H2OS2 from OMol25. Energies are from ωB97M-V/def2-TZVPD.

Element x y z (Å)
C -1.1425 1.4756 0.5737
C -0.4359 1.4076 -0.5360
C 0.5165 -1.3523 -0.2706
C 1.4910 -0.4818 -0.1459
O -0.8448 -1.2558 0.1324
S 2.8373 0.2640 0.1517
S -1.6438 0.0898 -0.3603
H -1.5498 1.9309 1.3800
H 0.7721 -2.0781 -0.9250

Summary:
E: -27891.8706 eV
ΔE to the lowest compared entry with this formula, charge and spin: 111.0 kcal/mol
maximum force: 3.53 eV/Å
gap between HOMO and LUMO: 7.9 eV
SMILES: S=C=COS1#CC=1



Here is a 5-piece molecular cluster, C5H19NO6 overall from OMol25. Energies are from ωB97M-V/def2-TZVPD.

Element x y z (Å)
C 1.5622 -0.6623 1.7870
O 0.9383 -0.7648 3.0243
C 0.7486 0.1816 0.8128
C 1.2503 -0.1559 -0.6055
C 0.2845 0.3885 -1.7518
C -0.9215 -0.4725 -1.6107
O -1.7151 -0.0253 -0.8504
N 0.7223 1.6448 1.2002
H 1.4731 -1.7345 1.5485
H 2.6143 -0.1187 1.7776
H 0.2886 0.1034 3.1281
H -0.3284 -0.0856 0.8129
H 1.4881 -1.2641 -0.6113
H 2.3326 0.2464 -0.6827
H 0.7921 0.2289 -2.7408
H 0.0964 1.4198 -1.6805
H -1.0703 -1.4113 -2.1714
H 1.6712 1.8367 1.3391
H 0.4087 2.2308 0.3667
H -1.4822 -2.7138 1.2331
H -2.0724 -1.8251 0.0270
O -1.6885 -2.7092 0.3928
H -2.2764 1.5136 0.0322
H -1.6823 2.0799 1.2730
O -2.1299 2.2763 0.4817
H -0.3443 4.5315 -1.1807
H -1.1222 3.2323 -0.3821
O -0.3592 3.5602 -1.0411
H -0.3461 -3.6331 -0.8252
H 0.8149 -4.2448 -1.5298
O 0.0525 -3.6537 -1.5729

Summary:
E: -19265.7944 eV
ΔE to the lowest compared entry with this formula, charge and spin: 91.5 kcal/mol
maximum force: 9.52 eV/Å
gap between HOMO and LUMO: 10.4 eV
SMILES: N[C@H](CO)CCC=O.O.O.O.O



Here is one molecule with the formula C4H9NO from OMol25. Energies are from ωB97M-V/def2-TZVPD.

Element x y z (Å)
C 0.7743 -1.2241 -0.4772
N 0.7179 0.1836 -0.0808
C 0.9162 0.4296 1.3359
C -0.2864 0.9909 -0.7292
C -1.5811 0.7254 -0.6182
O -2.0635 -0.4671 -0.0817
H 0.0096 -1.8062 0.0534
H 0.6644 -1.2784 -1.5612
H 1.7508 -1.6558 -0.2563
H 1.6611 -0.2565 1.7442
H 0.0047 0.2164 1.9287
H 1.0894 1.4970 1.4350
H 0.1354 1.9940 -0.7582
H -1.4587 -0.7055 -0.8489
H -2.3341 1.3567 -1.0855

Summary:
E: -7828.4168 eV
ΔE to the lowest compared entry with this formula, charge and spin: 90.0 kcal/mol
maximum force: 3.49 eV/Å
gap between HOMO and LUMO: 9.1 eV
SMILES: CN(C)/C=C\O



Here is a 2-piece molecular cluster, C8H12N2 overall from OMol25. Energies are from ωB97M-V/def2-TZVPD.

Element x y z (Å)
C 3.5070 0.0194 0.7590
C 3.5750 -0.0584 -0.6761
C 2.2113 -0.1255 1.0882
C -0.4197 -1.1881 -1.3893
C -0.8256 -1.2113 0.1305
C 0.1936 -0.2870 -0.3821
C -2.2114 -0.8843 0.5567
C -0.6129 2.3137 -0.1962
N 2.3458 -0.1896 -1.1819
N 1.5227 -0.2003 -0.0720
H 4.2330 0.3042 1.5018
H 4.4710 0.0951 -1.2497
H 1.8278 0.1562 2.0395
H 0.1505 -1.9955 -1.8440
H -1.0329 -0.8239 -2.2510
H -0.5448 -2.2161 0.7431
H -2.1844 -0.3093 1.5147
H -2.7259 -1.8281 0.6503
H -2.8466 -0.2435 -0.1125
H 0.2643 2.3119 -0.7883
H -0.7810 3.1137 0.5146
H -1.4970 2.1119 -0.9225

Summary:
E: -11464.4966 eV
ΔE to the lowest compared entry with this formula, charge and spin: 155.5 kcal/mol
maximum force: 3.33 eV/Å
gap between HOMO and LUMO (spin up / spin down): 7.6 / 8.6 eV